[1]
{
  "formula": "C8H24B2Cs3O4S2",
  "method": "ωB97M-V/def2-TZVPD",
  "elements": ["Cs", "Cs", "Cs", "B", "H", "H", "H", "H", "B", "H", "H", "H", "H", "C", "C", "C", "S", "O", "O", "C", "H", "H", "H", "H", "H", "H", "H", "H", "C", "C", "C", "S", "O", "O", "C", "H", "H", "H", "H", "H", "H", "H", "H"],
  "positions_angstrom": [[-15.5067, -12.9060, 8.6622], [-17.2991, -17.4774, 8.4386], [-17.1657, -14.5748, 4.8876], [-18.3156, -12.7201, 7.5844], [-18.1092, -12.2341, 8.5253], [-18.0994, -13.7737, 7.6709], [-19.3733, -12.6211, 7.3955], [-17.7167, -12.3404, 6.7711], [-15.1122, -15.6778, 7.0803], [-14.9675, -15.9216, 6.0392], [-16.1464, -15.3891, 7.1864], [-14.9788, -16.6051, 7.6157], [-14.4001, -14.9518, 7.4410], [-16.4078, -18.8528, 3.2295], [-17.9676, -18.9320, 2.8834], [-18.7029, -19.6090, 4.1140], [-17.4452, -20.2946, 5.3430], [-17.0578, -21.7019, 5.0358], [-17.8876, -19.8255, 6.6680], [-16.1827, -19.1866, 4.7198], [-15.9276, -17.9030, 2.9941], [-16.0173, -19.5058, 2.4490], [-18.1476, -19.4723, 1.9540], [-18.3599, -17.9491, 2.6223], [-19.4416, -20.3441, 3.7947], [-19.2618, -18.8328, 4.6368], [-15.2036, -19.5370, 5.0463], [-16.3250, -18.2517, 5.2618], [-12.4885, -16.9562, 4.3545], [-11.7343, -15.7385, 4.9164], [-12.5823, -14.4699, 4.5691], [-13.4009, -14.7244, 2.9344], [-12.5401, -14.0585, 1.9201], [-14.7974, -14.3753, 2.9844], [-12.9468, -16.5568, 2.8443], [-13.4515, -17.1213, 4.8378], [-11.9748, -17.9163, 4.4043], [-10.7477, -15.5265, 4.5044], [-11.4402, -15.8785, 5.9566], [-11.9544, -13.5796, 4.5339], [-13.3425, -14.2774, 5.3262], [-12.1395, -16.6483, 2.1176], [-13.7900, -17.0963, 2.4130]],
  "mulliken_charge": [1.097, 1.046, 1.074, 0.255, -0.303, -0.389, -0.205, -0.338, 0.907, -0.603, -0.776, -0.374, -0.422, -0.334, -0.727, -0.679, 0.977, -0.600, -0.657, -0.301, 0.097, 0.305, 0.318, 0.314, 0.455, 0.321, 0.505, -0.006, -0.065, -0.774, -0.345, 0.997, -0.669, -0.594, -0.772, -0.258, 0.443, 0.375, 0.390, 0.500, 0.067, 0.379, 0.365],
  "lumo_ev": -5.30,
  "gap_ha": 0.2482,
  "total_charge": 1,
  "relative_energy_kcal_mol": 0.0
}



[2]
{
  "formula": "C8H24B2O28",
  "method": "ωB97M-V/def2-TZVPD",
  "elements": ["O", "C", "O", "B", "O", "C", "O", "O", "C", "O", "C", "O", "O", "O", "C", "O", "B", "O", "C", "O", "O", "C", "O", "C", "O", "O", "O", "H", "H", "O", "H", "H", "O", "H", "H", "O", "H", "H", "O", "H", "H", "O", "H", "H", "O", "H", "H", "O", "H", "H", "O", "H", "H", "O", "H", "H", "O", "H", "H", "O", "H", "H"],
  "positions_angstrom": [[3.6520, -2.6101, 0.9835], [3.7210, -1.4241, 0.6465], [2.9300, -0.5151, 1.1325], [3.3920, 0.7949, 0.6725], [4.4670, 0.3579, -0.2595], [4.7020, -0.8601, -0.1285], [5.4810, -1.5291, -0.7995], [3.8310, 1.6219, 1.8265], [3.1850, 2.6629, 1.7455], [3.4300, 3.6179, 2.3605], [2.1610, 2.6109, 0.5625], [2.3280, 1.5509, -0.0425], [1.2010, 3.2519, 0.3045], [0.5170, 0.6169, -3.2625], [0.4770, 0.2049, -2.1605], [-0.3320, 0.7149, -1.3015], [-0.5440, -0.2141, -0.1285], [0.3420, -1.3611, -0.5295], [0.8360, -1.0951, -1.7205], [1.7410, -1.7931, -2.1585], [-1.9530, -0.5501, 0.0705], [-2.3140, -0.2701, 1.2005], [-3.4630, -0.1661, 1.5485], [-1.1470, 0.2609, 1.9115], [-0.1470, 0.3539, 1.1435], [-1.2190, 0.7979, 2.9195], [3.4490, -0.7291, -4.2505], [2.6170, -1.0951, -3.8065], [3.4810, 0.0929, -3.9935], [-3.0200, 0.6949, 5.4375], [-2.4530, 0.6319, 4.6705], [-3.9940, 0.7809, 5.2145], [-5.8980, 1.4109, 0.9165], [-5.1330, 0.9279, 1.1985], [-5.6240, 2.2219, 1.4035], [-0.7940, 3.5539, 3.0765], [-0.9120, 2.5479, 2.9205], [-0.9880, 3.9299, 3.8525], [-0.8470, 3.4269, -1.6385], [-0.5990, 3.5249, -0.6915], [-1.0610, 2.4209, -1.7195], [-0.1890, 2.1739, -5.5885], [0.4620, 2.0639, -6.2805], [0.2710, 1.6449, -4.8725], [-4.3670, -1.4271, -1.2405], [-3.3920, -1.6291, -0.8335], [-4.6260, -2.4151, -1.4335], [3.4350, 1.7759, -3.2265], [2.5710, 2.4029, -3.0945], [3.7260, 1.8379, -2.1715], [0.4400, -2.7921, 2.1805], [0.8620, -2.1271, 1.4955], [0.6350, -3.5201, 1.8585], [-5.6060, -2.3121, 2.7625], [-4.9330, -2.0801, 2.1265], [-6.2680, -1.8041, 2.5165], [2.2240, -4.3091, -1.1705], [2.1360, -3.3781, -1.4455], [1.9200, -4.1741, -0.1565], [-1.9290, -3.7171, 0.0275], [-1.0240, -3.4461, 0.3495], [-1.8470, -4.1371, -0.9285]],
  "mulliken_charge": [-0.660, 0.712, -0.546, 1.270, -0.673, 0.455, -0.667, -0.619, 0.284, -0.619, 0.435, 0.285, -0.634, -0.727, 0.260, -0.594, 1.712, -0.227, 0.796, -0.902, -0.719, 0.606, -0.657, 0.214, -0.089, -0.818, -0.684, 0.288, 0.407, -0.691, 0.396, 0.300, -0.629, 0.371, 0.324, -0.627, 0.397, 0.208, -0.663, 0.359, 0.430, -0.644, 0.313, 0.499, -0.655, 0.418, 0.331, -0.781, 0.353, 0.344, -0.638, 0.256, 0.230, -0.622, 0.317, 0.275, -0.736, 0.431, 0.303, -0.652, 0.266, 0.326],
  "lumo_ev": 3.74,
  "gap_ha": 0.3387,
  "total_charge": -2,
  "relative_energy_kcal_mol": 184.9
}



| no. | total energy (Eh) |
| --- | --- |
| 1 | -1526.29247 |
| 2 | -2476.08342 |